Entry 1:
A 6-piece molecular cluster, C15H36FNO15P overall, computed with ωB97M-V/def2-TZVPD.

```
69
Properties=species:S:1:pos:R:3:forces:R:3:mulliken_charge:R:1
N 1.9071 -1.7948 0.9811 0.172 0.136 0.116 -0.441
P 2.2589 -0.3900 2.0116 -0.162 -0.184 -0.173 0.677
F 2.5758 1.0325 2.9924 0.052 0.162 0.140 -0.347
H 2.1537 -2.7281 1.2565 -0.051 0.004 -0.011 0.132
H 1.4455 -1.7164 0.0929 -0.056 -0.023 0.045 0.111
H 2.2495 0.4996 0.8515 -0.030 -0.013 -0.027 -0.651
H 3.6966 -0.5402 1.8855 0.026 0.102 0.000 -0.139
H 2.2762 -1.2126 3.2167 -0.031 -0.018 -0.021 -0.021
H 0.8423 -0.1031 2.2305 0.013 0.045 0.033 -0.206
C -0.5750 3.4612 -3.5033 0.015 -0.016 0.004 -0.713
O -0.0304 2.6915 -2.4355 0.009 0.003 0.048 -0.199
C -0.2228 3.2270 -1.2155 -0.082 0.072 -0.071 0.656
O -0.8131 4.2622 -1.0164 0.044 -0.048 0.015 -0.601
O 0.3280 2.4351 -0.3231 0.004 -0.017 -0.014 -0.091
C 0.2231 2.8769 1.0440 0.073 -0.010 0.146 -0.365
H -0.3402 2.9073 -4.4082 -0.009 0.017 -0.007 0.199
H -1.6534 3.5695 -3.3921 0.005 -0.001 -0.001 0.297
H -0.1222 4.4516 -3.5360 -0.003 -0.005 -0.001 0.306
H -0.8249 2.9602 1.3271 -0.007 -0.002 -0.037 0.308
H 0.7046 3.8474 1.1571 -0.015 -0.001 -0.022 0.188
H 0.7284 2.1262 1.6450 0.056 -0.069 -0.064 -0.030
C 2.7864 0.5260 -2.1160 -0.162 0.073 -0.033 -0.059
O 4.0794 0.1216 -2.6123 -0.028 -0.022 -0.037 -0.346
C 5.0787 0.9082 -2.2562 0.117 -0.062 0.248 0.753
O 5.0094 1.9465 -1.6515 -0.036 0.002 -0.134 -0.543
O 6.2290 0.3446 -2.6720 -0.060 0.057 -0.052 -0.344
C 7.3932 1.0808 -2.3019 -0.004 -0.017 -0.013 -0.638
H 2.0809 -0.1868 -2.5330 0.040 -0.034 -0.002 0.262
H 2.7504 0.4901 -1.0277 0.086 -0.011 -0.010 -0.158
H 2.5438 1.5292 -2.4604 0.042 0.014 0.010 0.246
H 7.4650 1.1665 -1.2185 -0.005 -0.003 -0.006 0.297
H 7.3728 2.0809 -2.7337 0.004 -0.004 0.001 0.284
H 8.2323 0.5132 -2.6952 0.008 0.014 0.008 0.203
C 1.5079 8.6950 2.1290 -0.016 -0.016 0.008 -0.645
O 1.4387 7.4070 2.7378 0.033 -0.024 0.016 -0.325
C 2.4972 6.6223 2.4804 0.010 0.069 -0.089 0.846
O 3.4485 6.9527 1.8167 -0.025 -0.024 0.056 -0.564
O 2.3065 5.4579 3.0722 -0.018 -0.009 0.023 -0.317
C 3.3482 4.4834 2.8600 -0.005 -0.186 -0.005 -0.618
H 0.5941 9.2031 2.4239 0.008 0.013 -0.012 0.214
H 2.3808 9.2428 2.4820 -0.004 -0.002 -0.001 0.293
H 1.5602 8.6054 1.0448 -0.002 -0.001 0.006 0.287
H 4.2954 4.8616 3.2394 -0.009 0.023 -0.006 0.346
H 3.4413 4.2560 1.8002 0.007 0.025 0.001 0.316
H 3.0379 3.5906 3.3949 -0.015 -0.015 -0.043 0.167
C -2.7889 -4.7181 0.0741 -0.068 -0.024 0.048 -0.501
O -2.5769 -4.9084 -1.3333 0.024 0.005 0.004 -0.331
C -1.5087 -4.2601 -1.7997 0.007 0.025 0.012 0.812
O -0.7659 -3.5725 -1.1546 -0.006 -0.024 -0.058 -0.536
O -1.4025 -4.5038 -3.1115 0.010 0.012 0.029 -0.333
C -0.2849 -3.8476 -3.7233 -0.021 -0.015 -0.008 -0.592
H -3.6845 -5.2825 0.3172 -0.008 0.006 -0.035 0.094
H -1.9325 -5.0831 0.6381 0.004 0.013 -0.007 0.294
H -2.9334 -3.6629 0.2977 0.022 0.000 -0.011 0.302
H 0.6480 -4.1746 -3.2678 -0.005 0.000 -0.001 0.292
H -0.3700 -2.7677 -3.6150 -0.002 -0.005 -0.001 0.264
H -0.3221 -4.1323 -4.7706 0.015 0.010 0.001 0.213
C -8.3012 -3.7588 1.4666 -0.014 -0.013 0.012 -0.617
O -8.4910 -5.1380 1.8116 0.010 -0.008 -0.004 -0.330
C -7.4911 -5.9338 1.4382 0.049 0.022 -0.025 0.831
O -6.4980 -5.5880 0.8522 -0.003 -0.019 0.021 -0.539
O -7.7740 -7.1788 1.8212 0.003 0.014 -0.006 -0.316
C -6.7641 -8.1375 1.4831 -0.020 0.002 0.010 -0.610
H -9.1862 -3.2481 1.8324 0.010 0.013 -0.007 0.206
H -7.4062 -3.3665 1.9453 -0.005 -0.002 -0.002 0.300
H -8.2096 -3.6458 0.3881 -0.001 -0.001 0.005 0.290
H -5.8206 -7.8816 1.9617 -0.005 -0.002 -0.002 0.287
H -6.6199 -8.1755 0.4050 -0.001 0.001 0.005 0.292
H -7.1353 -9.0877 1.8541 0.016 -0.004 -0.008 0.196
```
Forces are in eV/Å.

Values from the calculation:
HOMO level in eV: -3.36
Frontier orbital gap in eV: 5.355
Total charge: -1
Lowest unoccupied orbital energy in eV: 1.993
Spin multiplicity: 1
Maximum force in Eh/bohr: 0.0058
E in hartree: -2217.73692

Entry 2:
A 11-piece molecular cluster, C15H37Br8N7O14 overall, computed with ωB97M-V/def2-TZVPD.

```
81
Properties=species:S:1:pos:R:3:forces:R:3:mulliken_charge:R:1
C -0.1718 0.0831 -5.4540 -0.360 0.097 1.348 -0.761
N 0.6394 -0.0933 -4.1997 0.356 0.207 -0.748 0.885
O 0.1538 0.2588 -3.1557 -0.335 -0.171 0.356 -0.360
O 1.7877 -0.4595 -4.3451 -0.003 -0.257 -0.110 -0.530
H 0.1636 -0.6278 -6.1945 0.159 0.219 -0.172 0.308
H -0.0120 1.1411 -5.6499 -0.032 -0.126 -0.623 0.298
H -1.1996 -0.0692 -5.1334 -0.038 -0.034 -0.250 0.214
C 3.6802 -0.9505 -2.1043 0.065 -0.541 -0.429 -0.544
N 4.4088 0.3283 -1.9208 0.016 0.192 -0.339 0.991
O 4.6704 0.6801 -0.7864 -0.092 -0.144 -0.323 -0.519
O 4.6832 0.9532 -2.9316 0.032 0.009 0.323 -0.546
H 2.7234 -0.8662 -1.5960 0.187 -0.145 0.300 -0.011
H 4.3219 -1.7580 -1.7587 -0.163 0.130 0.524 0.361
H 3.4899 -1.1258 -3.1565 0.150 0.379 0.075 0.290
C -0.9082 -4.1671 3.5013 -0.291 -1.126 1.402 -0.265
N -1.3414 -5.5262 3.9987 0.153 0.241 -0.011 0.921
O -0.7518 -6.5104 3.6267 0.381 -0.327 -0.260 -0.565
O -2.2826 -5.5248 4.7563 -0.363 -0.053 0.224 -0.561
H 0.0085 -4.2909 2.9429 -0.387 0.161 -0.437 -0.137
H -0.7176 -3.6594 4.4453 -0.068 0.460 -0.255 0.281
H -1.8370 -3.8337 3.0519 0.497 0.609 -0.519 0.305
C 3.4005 -5.1901 1.5144 0.465 -0.192 0.189 -0.648
N 4.0993 -6.2587 0.7212 -0.096 0.324 0.396 0.882
O 3.6819 -7.3832 0.8459 -0.347 -0.382 0.078 -0.530
O 5.0466 -5.9470 0.0440 0.426 0.381 -0.365 -0.540
H 2.3480 -5.2698 1.2705 -0.045 0.101 0.105 0.217
H 3.8468 -4.2214 1.3199 -0.120 -0.051 -0.421 0.315
H 3.6010 -5.4256 2.5572 -0.285 -0.199 0.016 0.282
C -3.8532 -0.0075 3.6393 0.028 -0.768 0.101 -0.354
N -4.0691 -0.9186 4.8020 -0.629 1.066 2.384 0.885
O -3.1744 -1.1235 5.6117 0.301 -0.010 -1.198 -0.538
O -5.2222 -1.2292 5.0378 -0.083 -0.341 -0.778 -0.560
H -4.4661 -0.4575 2.8648 0.431 0.166 -0.424 0.255
H -2.7843 0.0420 3.4839 -0.049 -0.048 -0.454 -0.065
H -4.2570 0.9734 3.8713 -0.026 -0.084 0.355 0.314
C -4.4303 -2.9522 -3.1075 -0.386 -0.401 -1.052 -0.847
N -3.1168 -2.4870 -2.6295 -0.040 0.185 0.745 0.860
O -2.6093 -1.5194 -3.1636 0.013 0.011 -0.134 -0.471
O -2.6385 -3.1027 -1.7016 0.109 0.044 -0.121 -0.470
H -4.2780 -3.9874 -3.4079 -0.128 -0.028 0.163 0.320
H -4.7184 -2.3774 -3.9829 0.111 0.129 0.105 0.325
H -5.2019 -2.8934 -2.3471 0.323 0.053 0.313 0.287
C -4.4866 1.3907 -1.0620 0.418 -0.054 -0.516 -1.007
N -3.3040 0.6051 -0.5780 -0.219 0.230 0.819 0.891
O -2.2243 0.9780 -0.9779 0.059 -0.081 -0.419 -0.369
O -3.4567 -0.2255 0.2951 -0.326 -0.336 -0.310 -0.463
H -4.6626 1.1852 -2.1164 0.403 -0.029 -0.051 0.292
H -4.0743 2.3849 -0.9269 -0.733 0.309 -0.119 0.389
H -5.4072 1.1674 -0.5364 0.315 -0.020 0.500 0.299
Br 3.2619 5.8562 3.8015 -0.169 -0.423 -0.260 -0.151
C 2.8387 3.9564 3.5433 1.055 -0.791 0.574 -0.661
C 3.4859 3.3914 2.2758 0.046 2.277 -0.342 -0.337
Br 3.3527 1.4925 2.1444 0.025 0.088 0.077 -0.121
H 1.7862 3.7955 3.7458 -0.140 0.116 -0.589 0.256
H 3.3873 3.4499 4.3385 -0.217 0.221 0.271 0.468
H 4.5114 3.7689 2.2791 0.298 -0.876 0.392 0.401
H 3.1608 3.9057 1.3683 -0.752 -0.630 -0.022 0.130
Br 0.8804 2.9868 -1.7060 0.017 0.184 -0.325 0.022
C 2.3347 3.2271 -2.9952 0.203 -0.085 0.094 -0.309
C 2.3800 4.6423 -3.4406 -0.046 1.964 -0.329 -0.770
Br 3.6612 5.0647 -4.8938 -0.084 -0.555 0.352 -0.187
H 2.1803 2.5632 -3.8406 0.066 -0.265 0.248 0.304
H 3.2160 2.9946 -2.4061 0.120 -0.300 -0.382 0.251
H 2.6692 5.3390 -2.6561 0.076 -0.286 0.170 0.351
H 1.4726 5.0681 -3.8610 -0.280 -0.563 0.106 0.387
Br 0.7486 5.4083 1.0280 -0.869 -0.069 0.293 -0.139
C -1.1961 5.0721 1.1776 -0.411 0.387 -0.667 -0.671
C -1.4671 3.6476 1.6376 0.678 0.815 -0.166 0.212
Br -3.3541 3.2253 1.7685 -0.104 0.281 0.124 -0.194
H -1.6157 5.2911 0.1967 0.194 -0.306 -0.143 0.362
H -1.6173 5.8475 1.8127 0.250 -0.218 0.417 0.463
H -1.0210 3.5561 2.6226 -0.090 -0.580 -0.014 0.317
H -1.0905 2.9360 0.9118 0.264 -0.115 0.240 -0.356
Br -0.3028 0.2431 2.1686 0.291 0.205 -0.538 -0.094
C 0.3918 -0.0526 0.3581 -0.121 -0.679 -0.688 0.402
C -0.2117 -1.3438 -0.2048 0.595 0.594 0.936 -0.702
Br 0.6938 -2.8426 0.6543 0.096 -0.254 -0.249 -0.152
H 1.4760 -0.1093 0.4129 -0.010 -0.028 0.320 0.366
H 0.1709 0.7450 -0.3495 -0.406 0.229 0.566 -0.487
H -0.0354 -1.4300 -1.2712 -0.204 -0.016 -0.008 0.185
H -1.2464 -1.4272 0.1009 -0.125 -0.077 -0.441 0.446
```
Forces are in eV/Å.

Values from the calculation:
HOMO level in eV: -10.01
Frontier orbital gap in eV: 9.410
Total charge: 0
Lowest unoccupied orbital energy in eV: -0.600
SMILES string: C[N+](=O)[O-].C[N+](=O)[O-].C[N+](=O)[O-].C[N+](=O)[O-].C[N+](=O)[O-].C[N+](=O)[O-].C[N+](=O)[O-].BrCCBr.BrCCBr.BrCCBr.BrCCBr
Spin multiplicity: 1
Energy above the lowest of the compared OMol25 structures with the same formula, charge and spin in kJ/mol: 112.1
Maximum force in Eh/bohr: 0.0522
E in hartree: -22621.80984

Entry 3:
A 4-piece molecular cluster, C15H37Cl2NO12P3 overall, computed with ωB97M-V/def2-TZVPD.

```
70
Properties=species:S:1:pos:R:3:forces:R:3:mulliken_charge:R:1
C 6.5965 -0.7302 2.0634 0.627 -0.426 -0.070 -0.783
C 5.4504 -0.2524 1.5941 -0.380 0.392 0.519 -0.272
C 4.5628 0.7674 2.2992 -0.497 -1.808 -0.547 -0.338
N 3.2744 0.9050 1.6556 0.006 0.811 1.166 -0.464
C 2.2417 0.3495 2.3246 1.192 -0.510 -3.588 -0.390
Cl 1.9026 1.1162 4.0783 -0.395 0.152 1.193 -0.432
C 2.2005 -1.2035 2.4964 -0.579 0.501 1.692 0.110
C 3.0219 -1.7999 3.6358 0.644 -0.630 -0.674 -1.302
Cl 2.5368 -2.0283 0.9345 0.004 0.044 -0.010 -0.236
H 6.7814 -0.9925 3.0969 0.257 1.101 0.401 0.280
H 7.4227 -0.8699 1.3763 -0.134 -1.223 -0.186 0.249
H 5.1110 -0.5799 0.6217 0.361 0.963 -0.766 0.319
H 4.5110 0.4965 3.3622 0.034 0.203 0.201 0.197
H 5.1544 1.6843 2.2406 -0.109 0.228 -0.053 0.342
H 1.3528 0.6117 1.7553 -0.499 0.022 0.364 0.304
H 1.1639 -1.4487 2.7002 -0.230 -0.026 -0.114 0.506
H 3.9115 -2.2748 3.2291 0.231 0.021 -0.060 0.326
H 3.3616 -1.0663 4.3524 -0.263 0.213 0.173 0.284
H 2.4714 -2.5959 4.1277 -0.158 0.006 0.225 0.341
C -1.4564 5.1502 4.1106 0.058 0.156 -0.053 -0.703
O -2.1776 3.9773 3.7080 -0.150 0.140 0.051 0.012
P -3.1348 3.2772 4.7611 0.370 -0.170 -0.105 0.716
O -3.3642 4.0234 6.0013 -0.008 0.114 0.057 -0.708
O -2.5000 1.8428 4.9262 -0.331 -0.084 0.141 -0.262
C -1.1436 1.7815 5.4111 0.270 0.130 -0.059 -0.580
O -4.4259 2.9783 3.8980 0.009 -0.051 -0.069 -0.254
C -5.6183 2.6126 4.6012 -0.138 -0.006 0.025 -0.720
H -0.7013 5.3437 3.3535 -0.046 -0.125 -0.076 0.237
H -2.1323 6.0016 4.1784 -0.006 -0.008 0.055 0.281
H -0.9658 4.9956 5.0695 -0.036 0.006 0.023 0.301
H -0.9872 2.4805 6.2356 -0.113 -0.011 0.020 0.352
H -0.4589 2.0097 4.5967 -0.024 -0.062 0.064 0.173
H -0.9504 0.7728 5.7607 -0.111 -0.045 -0.078 0.285
H -6.1876 3.5095 4.8410 0.030 0.003 0.056 0.265
H -5.3917 2.0703 5.5184 0.015 0.014 0.008 0.315
H -6.2081 1.9745 3.9476 0.082 0.005 -0.077 0.250
C -0.7829 0.1372 -3.1720 -0.047 -0.083 -0.074 -0.533
O -0.7445 0.5288 -1.7961 -0.008 0.039 -0.111 -0.169
P -1.1945 2.0005 -1.4096 0.271 -0.020 0.268 0.744
O -1.8178 2.7672 -2.4938 -0.006 -0.012 -0.159 -0.722
O 0.1021 2.6517 -0.7758 -0.177 0.052 0.007 -0.127
C 1.2712 2.7601 -1.5895 0.201 -0.055 -0.151 -0.728
O -2.0754 1.7482 -0.1329 -0.101 -0.035 -0.035 -0.256
C -2.9118 2.8055 0.3570 -0.063 0.034 0.153 -0.428
H -0.2369 -0.7985 -3.2641 0.001 -0.014 0.150 0.137
H -1.8131 -0.0139 -3.4907 0.005 0.041 -0.052 0.275
H -0.3102 0.8857 -3.8063 -0.062 0.032 -0.013 0.325
H 1.0163 3.0862 -2.6011 -0.057 0.030 0.022 0.346
H 1.7848 1.7992 -1.6240 0.003 0.005 0.071 0.281
H 1.9289 3.4935 -1.1331 -0.045 -0.031 0.104 0.244
H -3.8987 2.7351 -0.0985 0.037 -0.001 -0.069 0.246
H -2.4866 3.7880 0.1548 0.048 -0.026 -0.051 0.313
H -2.9935 2.6735 1.4304 0.011 -0.028 0.052 0.050
C 0.4842 -4.2380 -3.9027 0.052 0.011 0.219 -0.705
O -0.2733 -3.6712 -4.9887 0.045 -0.104 -0.085 -0.091
P -0.9015 -4.6604 -6.0536 0.001 0.170 0.167 0.823
O -0.8231 -6.0822 -5.7158 0.099 -0.126 0.006 -0.667
O -0.1964 -4.2587 -7.4205 -0.118 0.061 -0.089 -0.302
C 1.2244 -4.3929 -7.4885 0.162 -0.027 0.033 -0.614
O -2.3525 -4.0754 -6.2428 0.058 0.064 -0.122 -0.324
C -3.3154 -4.8964 -6.9173 -0.156 -0.070 -0.037 -0.655
H 1.0145 -3.4255 -3.4135 -0.087 0.097 -0.074 0.276
H -0.1840 -4.7150 -3.1894 0.006 -0.035 -0.019 0.313
H 1.2062 -4.9654 -4.2688 -0.047 -0.040 -0.009 0.316
H 1.5533 -5.3232 -7.0219 -0.025 -0.014 -0.014 0.328
H 1.6997 -3.5441 -6.9956 -0.018 -0.011 0.029 0.232
H 1.5109 -4.4021 -8.5366 -0.095 0.004 -0.027 0.250
H -3.8382 -5.5132 -6.1886 0.048 -0.038 -0.001 0.262
H -2.8449 -5.5357 -7.6635 0.021 -0.007 0.019 0.313
H -4.0266 -4.2384 -7.4099 0.062 0.094 0.042 0.245
```
Forces are in eV/Å.

Values from the calculation:
HOMO level in eV: -3.24
Frontier orbital gap in eV: 5.378
Total charge: -1
Lowest unoccupied orbital energy in eV: 2.137
Spin multiplicity: 1
Maximum force in Eh/bohr: 0.0742
E in hartree: -3496.06553